Formula: C7H10NO
Source: the OMol25 dataset
Level of theory: ωB97M-V/def2-TZVPD

Calculated values
Strongest force on any atom, hartree/bohr: 0.0779
Gap between HOMO and LUMO (alpha / beta), eV: 7.1 / 7.1
LUMO level (alpha / beta), eV: -5.29 / -5.29
Charge: +1

Each line ends with the Löwdin charge.
Cartesian coordinates (Å):
C: -1.5277 1.3809 0.7902  0.014
C: -0.2686 1.1258 1.4038  -0.026
C: 1.2168 0.7744 -0.7428  0.000
C: 1.9699 0.0564 0.3592  0.045
C: -2.4874 -0.0563 -0.9408  0.034
C: -0.2975 -1.0664 0.0543  -0.060
C: 0.4209 0.1159 0.3466  -0.366
N: -2.0615 0.7619 -0.0613  0.027
O: -0.9749 -1.6406 1.0050  0.166
H: 0.3664 1.9410 1.4723  0.111
H: -0.5387 0.5234 2.2690  0.143
H: 1.4583 1.7633 -0.9518  0.117
H: 1.0703 0.2192 -1.5961  0.095
H: 2.1867 -0.9741 0.3526  0.102
H: 2.2614 0.4718 1.3031  0.122
H: -2.2135 -0.0257 -1.9426  0.084
H: -2.9025 -0.9493 -0.5394  0.092
H: -0.5144 -1.3007 -0.9656  0.144
H: -1.2885 -2.4711 0.6435  0.155

Formula: C7H10NO
Source: the OMol25 dataset
Level of theory: ωB97M-V/def2-TZVPD

Calculated values
Strongest force on any atom, hartree/bohr: 0.0815
Gap between HOMO and LUMO, eV: 9.0
LUMO level, eV: -4.77
Charge: +1
SMILES: C=C/C=[N+]1/C(O)=C[C@@H]1C

Each line ends with the Löwdin charge.
Cartesian coordinates (Å):
C: -1.9818 0.1851 -1.5684  0.064
C: -2.3391 0.7909 -0.4131  -0.138
C: 2.1211 0.8224 2.2983  0.129
C: 1.4178 0.5944 1.1447  -0.113
C: 0.0405 0.8546 1.0361  -0.036
C: -0.5558 -0.0374 -1.3508  -0.284
C: -0.0763 -1.4959 -1.3290  0.002
N: -0.6230 0.7863 -0.0851  0.105
O: -3.1825 1.6210 0.1020  0.115
H: -2.4423 -0.2450 -2.3375  0.095
H: 3.1974 0.6124 2.2824  0.086
H: 1.7176 0.9824 3.3076  0.095
H: 1.9182 0.1710 0.2424  0.127
H: -0.5817 1.3130 1.7650  0.146
H: -0.0549 0.3834 -2.2252  0.164
H: 0.9393 -1.4706 -1.0626  0.060
H: -0.0400 -1.8137 -2.3144  0.072
H: -0.7113 -2.1364 -0.7622  0.094
H: -3.3085 2.5717 -0.2815  0.216

ΔE to the lowest compared entry with this formula, charge and spin values (in kJ/mol) by entry order: 523.4, 340.8.